C5H3N | ωB97M-V/def2-TZVPD

```
9
Properties=species:S:1:pos:R:3:mulliken_charge:R:1
C -0.695 1.074 -0.115 0.01
C 0.775 -0.611 -0.581 -0.06
C 0.234 0.575 -1.151 -0.35
C -0.651 0.565 1.140 -0.07
C -0.910 -0.504 -0.137 -0.40
N 0.409 -0.738 0.796 -0.17
H -1.417 1.778 -0.530 0.33
H 1.355 -1.392 -1.174 0.30
H 0.899 -0.747 1.752 0.42
```

Results
- DFT total energy (Ha) = -246.67699
- spin multiplicity = 1
- energy relative to the best compared isomer or geometry (same formula, charge and spin) (eV) = 8.301
- orbital gap (eV) = 8.47

=====

C5H3N | ωB97M-V/def2-TZVPD

```
9
Properties=species:S:1:pos:R:3:nbo_charge:R:1
C 0.819 0.693 -0.193 0.03
C -0.314 1.007 0.242 -0.04
C -0.581 -0.800 0.388 0.15
C 1.644 -0.220 -0.371 -0.34
C -1.590 0.483 0.363 -0.04
N -1.610 -0.706 -0.390 -0.48
H 1.526 -0.835 -1.285 0.24
H 2.559 -0.332 0.224 0.24
H -2.452 0.710 1.022 0.24
```

Results
- DFT total energy (Ha) = -246.76851
- spin multiplicity = 1
- energy relative to the best compared isomer or geometry (same formula, charge and spin) (eV) = 5.810
- orbital gap (eV) = 8.91

=====

C5H3N4O2 | ωB97M-V/def2-TZVPD

```
14
Properties=species:S:1:pos:R:3:nbo_charge:R:1
C 0.325 -1.584 -0.080 -0.25
C -0.625 -0.576 -0.083 0.18
C -0.102 0.730 -0.001 0.03
C 1.259 0.549 -0.070 0.20
C -2.339 0.765 0.036 0.24
N 2.425 1.137 -0.065 -0.41
N 3.346 0.161 0.031 -0.11
N 2.828 -1.021 -0.003 -0.17
N 1.461 -0.827 0.023 -0.18
O -2.035 -0.597 -0.014 -0.50
O -1.208 1.632 -0.012 -0.51
H 0.339 -2.640 0.235 0.21
H -2.802 1.150 -0.905 0.13
H -2.872 1.120 0.909 0.14
```

Results
- DFT total energy (Ha) = -561.75602
- charge = -1
- spin multiplicity = 1
- orbital gap (eV) = 6.38

=====

C5H3NO | ωB97M-V/def2-TZVPD

```
10
Properties=species:S:1:pos:R:3:nbo_charge:R:1
C 1.530 -1.438 1.018 0.25
C -0.619 1.170 -0.829 -0.18
C 0.067 0.123 -1.235 -0.21
C -0.701 0.635 0.579 -0.02
C 0.102 -0.492 0.151 0.26
N 2.326 -2.069 1.566 -0.37
O -1.260 -0.685 0.523 -0.46
H -1.128 2.099 -1.232 0.24
H 0.569 -0.435 -2.111 0.25
H -0.887 1.092 1.572 0.24
```

Results
- DFT total energy (Ha) = -322.09364
- spin multiplicity = 1
- energy relative to the best compared isomer or geometry (same formula, charge and spin) (eV) = 5.392
- orbital gap (eV) = 10.53

=====

C5H3NO | ωB97M-V/def2-TZVPD

```
10
Properties=species:S:1:pos:R:3:nbo_charge:R:1
O -1.652 -0.241 1.359 -0.43
C -1.167 0.071 0.303 0.52
C -0.119 -0.759 -0.426 -0.56
C 1.202 -0.420 0.109 -0.03
C 2.258 -0.127 0.605 -0.18
C -1.574 1.335 -0.354 0.16
N -1.924 2.316 -0.856 -0.23
H -0.162 -0.577 -1.506 0.26
H -0.346 -1.813 -0.235 0.27
H 3.193 0.127 1.052 0.24
```

Results
- DFT total energy (Ha) = -322.22416
- spin multiplicity = 1
- energy relative to the best compared isomer or geometry (same formula, charge and spin) (eV) = 1.841
- orbital gap (eV) = 10.10

=====

C5H3NO | ωB97M-V/def2-TZVPD

```
10
Properties=species:S:1:pos:R:3:nbo_charge:R:1
N -1.276 1.476 1.751 -0.33
C -0.975 0.383 1.502 0.29
C -0.659 -0.981 1.256 -0.67
C 0.311 -1.420 0.470 0.81
O 1.118 -1.903 -0.202 -0.40
C 0.935 0.640 -1.962 -0.25
C 0.362 1.423 -1.252 -0.24
H -1.144 -1.807 1.761 0.30
H 1.459 0.020 -2.655 0.24
H -0.131 2.170 -0.669 0.25
```

Results
- DFT total energy (Ha) = -322.19782
- spin multiplicity = 1
- energy relative to the best compared isomer or geometry (same formula, charge and spin) (eV) = 2.557
- orbital gap (eV) = 10.17